Computed, not measured: an isolated molecule of C4H6N2O, with ωB97M-V/def2-TZVPD.

## Properties
Energy relative to the best compared isomer or geometry (same formula, charge and spin)   585.4 kJ/mol
LUMO level   0.77 eV
Strongest force on any atom   0.460 eV/Å
Orbital gap   8.69 eV
Total energy   -9267.4346 eV

The geometry in ORCA input format:
```
! wB97M-V def2-TZVPD RIJCOSX def2/J DEFGRID3
* xyz 0 1
N -1.65496 -0.23932 1.64941
C -0.60058 -0.56310 1.03727
O 0.46797 -1.32160 1.34604
C 1.14422 -1.05257 -0.01796
C -0.04346 -0.16297 -0.28351
C -0.28420 0.69116 -1.43545
N 0.63529 1.20324 -0.39666
H -1.68122 -0.67324 2.57279
H 1.61134 0.52109 -0.26086
H 1.14995 -2.01961 -0.52916
H -1.22718 1.22926 -1.50640
H 0.19863 0.44230 -2.37783
H 0.28420 1.94537 0.20233
*
```